# 1
{"formula": "C4H5NO", "method": "ωB97M-V/def2-TZVPD", "largest_force_ev_per_a": 2.0, "spin_multiplicity": 1, "relative_energy_ev": 2.912, "lumo_energy_ha": 0.02568, "orbital_gap_ev": 11.02, "species": ["N", "C", "C", "C", "O", "C", "H", "H", "H", "H", "H"], "coordinates": [[-0.16973, -0.83169, 1.50990], [-1.12840, -1.35076, 1.97304], [-0.03234, 0.20653, 0.54336], [1.19463, 0.20062, -0.33186], [0.39275, 0.49322, -1.48444], [-0.80213, 0.10755, -0.78479], [-0.24849, 1.12754, 1.07073], [1.59078, -0.81984, -0.35860], [1.96792, 0.93530, -0.09557], [-1.15931, -0.89415, -1.07543], [-1.60567, 0.82568, -0.96634]], "lowdin_charge": [-0.01, 0.07, -0.32, -0.14, -0.10, -0.13, 0.15, 0.13, 0.12, 0.13, 0.12]}

# 2
{"formula": "C4H5NO", "method": "ωB97M-V/def2-TZVPD", "largest_force_ev_per_a": 1.7, "spin_multiplicity": 1, "relative_energy_ev": 2.632, "lumo_energy_ha": 0.02715, "orbital_gap_ev": 11.47, "species": ["N", "C", "C", "C", "C", "O", "H", "H", "H", "H", "H"], "coordinates": [[1.75503, -0.29406, -0.04870], [2.90075, -0.19779, 0.23404], [0.58598, 0.55051, 0.09520], [-0.56703, 0.11879, -0.79246], [-1.06976, -0.53009, 0.50548], [-0.11448, 0.23301, 1.27284], [0.92899, 1.58621, 0.08395], [-1.16532, 0.97341, -1.11106], [-0.30593, -0.52047, -1.63582], [-2.09220, -0.31704, 0.81665], [-0.85603, -1.60246, 0.57989]], "lowdin_charge": [0.01, 0.06, -0.40, -0.08, -0.15, -0.06, 0.15, 0.11, 0.11, 0.12, 0.12]}

# 3
{"formula": "C4H5NO", "method": "ωB97M-V/def2-TZVPD", "largest_force_ev_per_a": 0.9, "spin_multiplicity": 1, "relative_energy_ev": 4.964, "lumo_energy_ha": 0.03368, "smiles": "C#[N+][O-].C#CC", "orbital_gap_ev": 10.65, "species": ["C", "C", "C", "C", "N", "O", "H", "H", "H", "H", "H"], "coordinates": [[0.73904, 0.30303, 1.61739], [1.08895, -0.26272, 0.31439], [1.45423, -0.71980, -0.73836], [-1.41512, -0.07456, -1.83373], [-2.13052, 0.28485, -0.99735], [-2.89962, 0.66583, -0.15112], [0.24325, -0.43493, 2.25524], [1.65969, 0.62272, 2.11488], [0.07807, 1.17061, 1.52467], [1.80049, -1.12106, -1.66538], [-0.61845, -0.43398, -2.44062]], "lowdin_charge": [-0.10, -0.20, 0.06, 0.13, -0.22, 0.00, 0.08, 0.08, 0.08, 0.03, 0.06]}

# 4
{"formula": "C4H5NO", "method": "ωB97M-V/def2-TZVPD", "largest_force_ev_per_a": 0.3, "spin_multiplicity": 1, "relative_energy_ev": 0.613, "lumo_energy_ha": 0.03798, "smiles": "Nc1ccco1", "orbital_gap_ev": 8.76, "species": ["N", "C", "C", "C", "C", "O", "H", "H", "H", "H", "H"], "coordinates": [[-0.51789, -1.96316, 0.01730], [-0.12562, -0.63312, -0.02591], [0.79610, 0.09405, 0.66177], [0.51253, 1.46636, 0.33805], [-0.49290, 1.45428, -0.56217], [-0.89316, 0.16217, -0.80079], [-1.03409, -2.24689, -0.80396], [0.23082, -2.60562, 0.23343], [1.58530, -0.30398, 1.28468], [0.95321, 2.35618, 0.77173], [-1.01430, 2.21972, -1.11414]], "lowdin_charge": [0.13, -0.41, -0.04, -0.09, -0.13, 0.04, 0.09, 0.10, 0.10, 0.10, 0.11]}

# 5
{"formula": "C4H5NO", "method": "ωB97M-V/def2-TZVPD", "largest_force_ev_per_a": 1.4, "spin_multiplicity": 1, "relative_energy_ev": 0.901, "lumo_energy_ha": 0.03927, "smiles": "Oc1cc[nH]c1", "orbital_gap_ev": 9.10, "species": ["O", "C", "C", "N", "C", "C", "H", "H", "H", "H", "H"], "coordinates": [[0.00617, 0.51147, -2.23507], [0.02566, 0.20392, -0.90133], [1.16095, -0.12208, -0.20792], [0.77832, -0.46229, 1.07544], [-0.56134, -0.31804, 1.20181], [-1.07218, 0.13885, 0.01762], [-0.90233, 0.40182, -2.53937], [2.19671, -0.08185, -0.50446], [1.38559, -0.52297, 1.87069], [-1.10361, -0.54121, 2.10788], [-1.91394, 0.79239, 0.11472]], "lowdin_charge": [0.03, -0.34, -0.06, 0.00, -0.15, -0.05, 0.10, 0.12, 0.14, 0.11, 0.10]}

# 6
{"formula": "C4H5NO", "method": "ωB97M-V/def2-TZVPD", "largest_force_ev_per_a": 4.5, "spin_multiplicity": 1, "relative_energy_ev": 9.587, "lumo_energy_ha": -0.06391, "orbital_gap_ev": 6.69, "species": ["C", "C", "C", "C", "N", "O", "H", "H", "H", "H", "H"], "coordinates": [[1.45043, -2.00173, -0.13810], [-0.31699, 1.54086, -0.40546], [-1.30524, 1.02007, 0.57618], [0.03108, 0.42560, 0.46993], [2.38212, -2.72369, -0.73912], [1.01023, -3.30611, -0.21559], [-0.29460, 1.39203, -1.52893], [-0.00061, 2.54145, -0.11435], [-1.53497, 1.72651, 1.46698], [-2.18837, 0.39324, 0.54893], [0.76691, -1.00821, 0.07953]], "lowdin_charge": [-0.21, -0.18, -0.19, 0.10, 0.10, -0.15, 0.13, 0.11, 0.15, 0.10, 0.04]}

# 7
{"formula": "C4H5NO2", "method": "ωB97M-V/def2-TZVPD", "largest_force_ev_per_a": 0.6, "spin_multiplicity": 1, "relative_energy_ev": 1.366, "lumo_energy_ha": 0.00106, "smiles": "O=CC1=NCCO1", "orbital_gap_ev": 10.03, "species": ["O", "C", "C", "O", "N", "C", "C", "H", "H", "H", "H", "H"], "coordinates": [[-0.66414, 0.85963, 2.99278], [-1.15185, 0.58704, 1.92729], [-0.33023, 0.26389, 0.71417], [-0.99869, -0.41215, -0.25497], [0.88034, 0.58806, 0.52989], [1.19743, 0.13647, -0.82999], [0.01598, -0.77122, -1.21558], [-2.24580, 0.55575, 1.76082], [2.15925, -0.38201, -0.84849], [1.27799, 1.01823, -1.47701], [-0.38283, -0.60916, -2.21825], [0.24256, -1.83455, -1.08066]], "lowdin_charge": [0.09, -0.16, -0.36, -0.02, 0.14, -0.16, -0.13, 0.13, 0.11, 0.12, 0.12, 0.12]}

# 8
{"formula": "C4H5NO2", "method": "ωB97M-V/def2-TZVPD", "largest_force_ev_per_a": 0.9, "spin_multiplicity": 1, "relative_energy_ev": 4.675, "lumo_energy_ha": -0.02034, "smiles": "CON=C=CC=O", "orbital_gap_ev": 9.62, "species": ["C", "O", "C", "N", "O", "C", "C", "H", "H", "H", "H", "H"], "coordinates": [[-0.26096, -2.09774, -0.41754], [-1.08759, -1.19897, -1.12335], [-0.73434, 0.68742, -0.20114], [-1.65027, -0.11898, -0.34992], [0.25736, 1.83874, 2.14789], [0.82601, 1.99751, 1.09054], [0.31960, 1.47438, -0.18425], [0.48204, -1.59467, 0.21650], [-0.87526, -2.78175, 0.17218], [0.26485, -2.62902, -1.21494], [1.72890, 2.62702, 1.00145], [0.72968, 1.79607, -1.13742]], "lowdin_charge": [-0.10, -0.19, -0.06, 0.12, 0.05, -0.29, -0.03, 0.08, 0.09, 0.10, 0.12, 0.12]}